A molecular structure, C25H22AuO2P2S3Sb. Source: OMol25; level of theory: wB97M-V/def2-TZVPD.

Each line ends with the Mulliken spin population.
Element x y z (Å)
C 0.324 -2.406 1.758  0.000
H 0.176 -5.713 2.449  0.000
C -2.561 3.210 -3.347  0.000
H -0.607 -2.375 5.014  0.000
H -2.354 3.949 -4.108  0.000
S 4.918 0.727 0.328  0.015
C 2.437 -2.198 -1.447  0.000
C 0.115 -2.759 -1.794  0.000
H -2.882 3.615 3.260  0.000
C -1.835 2.674 1.650  0.000
C -4.102 1.710 -2.261  0.000
P -0.494 1.407 -0.406  0.001
H -0.484 -4.816 4.651  0.000
H -0.833 4.560 4.269  0.000
C -0.040 -1.898 3.008  0.000
H -5.092 1.285 -2.177  0.000
H -2.740 2.280 1.203  0.000
C -0.330 -2.766 4.045  0.000
H -4.618 2.986 -3.901  0.000
H 3.210 -1.736 -0.845  -0.001
S 3.809 2.205 -2.128  0.073
H -3.315 0.543 -0.653  0.000
H 3.804 -2.940 -2.918  0.000
H 1.523 2.836 1.152  0.000
C -0.593 2.441 1.056  0.000
C 1.104 -2.123 -1.044  0.000
O 0.834 1.521 -1.122  -0.023
C -1.551 2.803 -2.490  0.000
C -1.820 1.843 -1.516  0.000
C -3.832 2.666 -3.230  0.000
H 1.364 4.172 3.206  0.000
C -1.918 3.431 2.805  0.000
C -0.257 -4.139 3.838  0.000
C 2.770 -2.882 -2.606  0.001
H -0.922 -2.736 -1.479  0.000
C -0.801 -0.292 0.182  0.000
C 0.408 -3.780 1.558  0.000
H -1.409 -0.843 -0.538  0.000
O 1.888 -0.355 0.895  -0.002
H 0.707 -4.177 0.596  0.000
C 1.780 -3.498 -3.357  0.000
S 7.359 2.732 -1.606  0.978
C 0.454 -3.442 -2.949  0.000
H -0.315 -3.931 -3.531  0.000
P 0.733 -1.241 0.470  -0.001
Au 2.812 1.090 -0.425  0.007
C -3.096 1.294 -1.403  0.000
C 0.112 -4.644 2.602  0.000
H -1.353 -0.240 1.122  0.000
H -0.077 -0.827 3.176  0.000
Sb 5.843 0.897 -1.932  -0.049
C 0.557 2.985 1.619  0.000
C 0.468 3.746 2.775  0.000
H 2.042 -4.030 -4.262  0.000
H -0.554 3.214 -2.582  0.000
C -0.765 3.965 3.369  0.000

Summary:
2S+1 ... 2
Charge ... +1
Total energy ... -91687.3915 eV
Maximum force ... 0.439 eV Å⁻¹